(1)
ORCA calculation (wB97M-V/def2-TZVPD) on a molecular structure, C35H36Cl2GeMnNO2Te.

Structure (ORCA input):
```
! wB97M-V def2-TZVPD RIJCOSX def2/J DEFGRID3
* xyz 3 6
Mn -1.58153 2.04042 0.79235
C -1.26111 -4.19985 -3.75377
C -2.28987 -3.67341 -2.98509
C -2.32922 -2.31399 -2.70906
C -1.33223 -1.46946 -3.20068
C -0.31246 -2.00674 -3.99365
C -0.27493 -3.36521 -4.26482
Ge -1.36496 0.43506 -2.97385
C -2.50852 1.08096 -1.48952
C -2.85861 0.22441 -0.42946
C -3.69770 0.66525 0.60040
C -4.18304 1.97685 0.59585
C -3.84327 2.83372 -0.45012
C -3.02449 2.38605 -1.48767
C -1.56505 1.51078 -4.55154
C -1.96437 0.88033 -5.72943
C -2.13699 1.62918 -6.88768
C -1.90892 2.99657 -6.87371
C -1.50361 3.62889 -5.70381
C -1.33043 2.88921 -4.54513
H -1.23835 -5.25909 -3.97140
H -3.07407 -4.31994 -2.61477
H -3.16921 -1.92449 -2.14687
H 0.44808 -1.36565 -4.42807
H 0.51104 -3.77345 -4.88596
H -2.49110 -0.79173 -0.39025
H -3.97302 -0.01061 1.40033
H -4.83307 2.31867 1.39094
H -4.23434 3.84308 -0.46285
H -2.80138 3.05726 -2.30794
H -2.14605 -0.18773 -5.75472
H -2.45096 1.14177 -7.80074
H -2.04291 3.57524 -7.77757
H -1.32259 4.69564 -5.70033
H -0.99802 3.39701 -3.64225
Cl -1.90354 3.92336 2.67192
C -1.02194 5.12575 1.70030
Cl -0.47723 4.35467 0.17445
H -0.14333 5.44759 2.24606
H -1.69404 5.93837 1.45115
C 1.87687 1.62718 -4.07891
Te 1.07780 1.23873 -2.14554
C 2.12768 -0.58862 -1.84355
H 1.65625 0.78187 -4.72302
H 2.94852 1.76205 -3.95442
H 1.41781 2.53354 -4.46103
H 3.01862 -0.52968 -2.46447
H 1.49795 -1.42209 -2.14237
H 2.39354 -0.64857 -0.79327
C 5.23881 -0.79566 4.20155
O 3.86212 -0.53618 4.49680
C 3.30463 -1.22599 5.51632
C 3.91366 -2.25606 6.22388
C 3.22377 -2.89964 7.24238
C 1.92690 -2.53564 7.57936
C 1.31343 -1.50753 6.88503
C 1.99697 -0.87461 5.86037
N 1.38034 0.23641 5.17633
C 0.91457 0.30931 3.96905
C 0.77977 -0.69774 2.96132
C 1.15202 -2.04866 3.13045
C 0.97707 -2.96901 2.12601
C 0.43434 -2.55127 0.91041
C 0.06214 -1.23678 0.71401
C 0.20540 -0.28180 1.72591
O -0.17544 0.97612 1.53209
H 5.86064 -0.60360 5.07579
H 5.50385 -0.11339 3.40068
H 5.37854 -1.82269 3.86140
H 4.92526 -2.55600 5.99467
H 3.71681 -3.69522 7.78430
H 1.40327 -3.03764 8.37969
H 0.30691 -1.19499 7.13362
H 1.35734 1.09838 5.70963
H 0.55828 1.29520 3.69344
H 1.57361 -2.37046 4.06962
H 1.25963 -4.00061 2.27674
H 0.30259 -3.26578 0.10649
H -0.34496 -0.92766 -0.24183
*
```

Summary:
* frontier orbital gap (spin up / spin down): 7.019 / 6.363 eV
* lowest unoccupied orbital energy (spin up / spin down): -8.0 / -8.6 eV
* E_HOMO (spin up / spin down): -0.552 / -0.552 hartree
* ΔE to the lowest compared entry with this formula, charge and spin: 0.5 kcal/mol



(2)
ORCA calculation (wB97M-V/def2-TZVPD) on 2 unconnected molecules or ions with the total composition CH7N2.

Structure (ORCA input):
```
! wB97M-V def2-TZVPD RIJCOSX def2/J DEFGRID3
* xyz 1 1
N 1.14970 -0.29856 -1.56754
H 1.76974 0.45914 -1.34344
H 1.60538 -1.19872 -1.66441
H 0.22796 -0.11841 -0.27389
H 0.59723 -0.23764 -2.47430
C -1.28379 0.45527 1.21293
N -0.14319 0.03438 0.75699
H -1.38702 0.45182 2.27905
H -2.10719 0.59086 0.54936
H -0.04892 -0.82940 1.32390
*
```

Summary:
* frontier orbital gap: 9.737 eV
* lowest unoccupied orbital energy: -5.8 eV
* E_HOMO: -0.572 hartree
* ΔE to the lowest compared entry with this formula, charge and spin: 34.7 kcal/mol



(3)
ORCA calculation (wB97M-V/def2-TZVPD) on 2 unconnected molecules or ions with the total composition ClO2S2.

Structure (ORCA input):
```
! wB97M-V def2-TZVPD RIJCOSX def2/J DEFGRID3
* xyz -1 1
O 0.99240 1.07493 1.06014
O 0.20181 0.76613 -1.22398
S -2.80962 -0.47167 0.07901
S 0.21479 0.26725 0.13663
Cl 1.40063 -1.63664 -0.05179
*
```

Summary:
* frontier orbital gap (spin up / spin down): 6.094 / 5.966 eV
* lowest unoccupied orbital energy (spin up / spin down): 1.2 / 1.0 eV
* E_HOMO (spin up / spin down): -0.181 / -0.181 hartree
* ΔE to the lowest compared entry with this formula, charge and spin: 52.0 kcal/mol



(4)
ORCA calculation (wB97M-V/def2-TZVPD) on 6 unconnected molecules or ions with the total composition C30H55F6N10P.

Structure (ORCA input):
```
! wB97M-V def2-TZVPD RIJCOSX def2/J DEFGRID3
* xyz 4 1
C -2.00433 -0.30615 -4.32737
C -2.39370 -1.47627 -3.45935
N -2.99116 -0.90106 -2.24797
C -4.32094 -1.11987 -1.83133
C -4.56551 -0.21020 -0.78188
N -3.39537 0.45756 -0.48188
C -2.50666 0.10438 -1.43121
C -3.19168 1.28691 0.68033
H -1.74351 -0.71411 -5.30391
H -1.06269 0.13550 -4.00126
H -2.56340 0.62789 -4.38311
H -1.49574 -2.08254 -3.34017
H -3.14892 -2.07643 -3.96685
H -5.03033 -1.80332 -2.27412
H -5.49544 0.02129 -0.28383
H -1.53872 0.58342 -1.43466
H -3.94783 2.05744 0.83076
H -2.19232 1.72192 0.69197
H -3.18453 0.60193 1.52819
C -1.71569 -6.75266 -2.41077
C -1.80767 -5.30635 -2.85986
N -2.48222 -4.59250 -1.72934
C -3.86994 -4.51009 -1.46038
C -4.05105 -3.81426 -0.26416
N -2.77555 -3.47835 0.27215
C -1.90210 -4.04343 -0.59215
C -2.37654 -2.88387 1.54799
H -1.36487 -6.90171 -1.38959
H -0.99228 -7.27780 -3.03447
H -2.72516 -7.09193 -2.64307
H -2.28826 -5.02515 -3.79692
H -0.85913 -4.77201 -2.91335
H -4.55590 -4.84440 -2.22464
H -4.96871 -3.54470 0.23748
H -0.83005 -3.91384 -0.57476
H -3.13942 -3.17788 2.26887
H -2.17374 -1.83448 1.33411
H -1.45351 -3.31930 1.93074
C 0.56294 3.74931 7.81377
C 1.35550 3.20283 6.63497
N 0.78310 2.02771 5.89585
C 1.46187 1.19651 5.04118
C 0.63064 0.35742 4.27641
N -0.65689 0.68645 4.68720
C -0.54002 1.71147 5.64019
C -1.88767 0.06309 4.25491
H 0.17362 2.82779 8.24659
H -0.33634 4.29048 7.51961
H 1.10737 4.35536 8.53794
H 2.37457 2.94124 6.91986
H 1.48833 3.95852 5.86078
H 2.54160 1.17269 5.04588
H 0.81866 -0.36808 3.49880
H -1.35141 2.18510 6.17285
H -2.66500 0.02573 5.01810
H -1.47092 -0.91228 4.00377
H -2.33608 0.67568 3.47276
C 0.34155 2.96171 -2.96681
C 1.70205 2.72064 -3.62483
N 1.85856 1.38619 -4.27031
C 2.32124 0.18653 -3.71059
C 2.51545 -0.73655 -4.75889
N 2.11209 -0.14706 -5.89359
C 1.73499 1.14872 -5.65311
C 1.89227 -0.87350 -7.16623
H -0.35599 3.16392 -3.77961
H 0.42578 3.86148 -2.35738
H -0.09794 2.11027 -2.44719
H 2.40731 2.90050 -2.81344
H 1.89224 3.56205 -4.29114
H 2.35295 0.08565 -2.63578
H 2.76721 -1.78039 -4.64307
H 1.42518 1.90321 -6.36104
H 1.87183 -1.94808 -6.98470
H 2.57787 -0.60879 -7.97121
H 0.89172 -0.65768 -7.54098
C 0.91504 3.25373 0.99442
C 2.41469 3.50320 0.51608
N 3.23316 2.87740 1.46157
C 3.59172 3.29426 2.70964
C 4.58245 2.38118 3.18015
N 4.69274 1.30424 2.35882
C 3.96981 1.67026 1.27022
C 5.56963 0.12953 2.57859
H 0.55431 2.25115 1.22420
H 0.19274 3.66659 0.29020
H 0.77278 3.79691 1.92867
H 2.67829 4.55653 0.42055
H 2.62706 3.07469 -0.46339
H 3.26695 4.24552 3.10465
H 5.10089 2.37897 4.12757
H 3.96765 1.01294 0.41329
H 5.02142 -0.75387 2.25123
H 5.86787 0.02341 3.62161
H 6.45985 0.20552 1.95421
P 0.70188 -0.87075 0.20352
F 0.44489 -2.02532 1.38495
F -0.41167 0.05405 0.86189
F 1.82101 -0.11865 1.12626
F 0.99452 0.24448 -0.86867
F 1.78122 -1.88145 -0.46370
F -0.39689 -1.48385 -0.73851
*
```

Summary:
* frontier orbital gap: 10.032 eV
* lowest unoccupied orbital energy: -8.4 eV
* E_HOMO: -0.677 hartree
* ΔE to the lowest compared entry with this formula, charge and spin: 68.7 kcal/mol



(5)
ORCA calculation (wB97M-V/def2-TZVPD) on 2 unconnected molecules or ions with the total composition C2HClFN.

Structure (ORCA input):
```
! wB97M-V def2-TZVPD RIJCOSX def2/J DEFGRID3
* xyz 0 1
C 0.32475 -0.23790 -1.01760
C -0.63126 0.04393 0.03506
N 1.85622 1.03750 -0.37219
F -0.45256 0.89644 1.11611
Cl 0.45660 -1.37364 0.38164
H -1.55375 -0.36632 -0.14302
*
```

Summary:
* frontier orbital gap (spin up / spin down): 8.739 / 8.715 eV
* lowest unoccupied orbital energy (spin up / spin down): -0.5 / -0.6 eV
* E_HOMO (spin up / spin down): -0.341 / -0.341 hartree
* ΔE to the lowest compared entry with this formula, charge and spin: 220.8 kcal/mol



(6)
ORCA calculation (wB97M-V/def2-TZVPD) on 2 unconnected molecules or ions with the total composition C5H10O.

Structure (ORCA input):
```
! wB97M-V def2-TZVPD RIJCOSX def2/J DEFGRID3
* xyz 0 1
C -2.42587 -0.32571 -0.00949
C -1.42516 0.51751 -0.20844
C 1.05835 0.37094 1.16662
C 1.19801 0.31295 -1.26118
C 0.47799 -0.23701 -0.04147
O 0.35817 -1.61823 -0.13222
H -3.44625 -0.03472 -0.06736
H -2.20977 -1.36010 0.15528
H -1.39814 1.64077 -0.16173
H 2.03176 -0.14718 1.55281
H 1.25362 1.47874 0.89577
H 0.16245 0.32152 1.97377
H 0.80485 -0.43095 -2.08315
H 2.23876 0.34592 -1.16426
H 0.83391 1.34547 -1.37231
H 0.48730 -2.17994 0.75736
*
```

Summary:
* frontier orbital gap: 9.539 eV
* lowest unoccupied orbital energy: 0.8 eV
* E_HOMO: -0.322 hartree
* ΔE to the lowest compared entry with this formula, charge and spin: 83.8 kcal/mol



(7)
ORCA calculation (wB97M-V/def2-TZVPD) on a molecular structure, C29H46CrP2.

Structure (ORCA input):
```
! wB97M-V def2-TZVPD RIJCOSX def2/J DEFGRID3
* xyz 1 4
Cr 0.49495 -0.50872 -1.14998
C -0.35737 1.77456 -0.32837
C -1.33750 0.77058 -0.74364
C -0.75131 0.40667 1.49020
C -0.06968 1.57736 1.04612
C -1.50442 -0.12085 0.40392
C -0.01259 3.03254 -1.03265
H -0.41873 3.05128 -2.04579
H 1.07758 3.15014 -1.09372
H -0.40676 3.90545 -0.49943
C 0.65065 2.53925 1.92110
H 0.60334 3.55924 1.51122
H 1.72016 2.29927 2.01739
H 0.23987 2.57278 2.93790
C -0.82991 -0.02389 2.90465
H -1.24728 0.75979 3.55467
H 0.15563 -0.28281 3.30699
H -1.46603 -0.91122 3.00774
C -2.60653 -1.08971 0.60883
H -3.37909 -0.63492 1.24386
H -2.25986 -1.99945 1.11118
H -3.08704 -1.36115 -0.33373
C -2.35425 0.92922 -1.82726
H -3.21582 1.51966 -1.47983
H -2.74740 -0.04076 -2.15006
H -1.95707 1.44751 -2.70385
C 2.80621 -2.04227 -4.31666
C 2.14206 -0.88997 -4.77593
C 1.26993 -1.02793 -6.05636
C 0.40017 -2.31557 -6.12336
C -0.08997 -2.79010 -4.79257
C 0.47547 -3.79440 -4.05395
C 1.81648 -4.38439 -4.32714
C 2.83908 -3.38261 -4.95297
H 2.00758 -1.08162 -6.87745
H 0.93938 -3.12620 -6.63654
H 0.61903 -0.17102 -6.31110
H 2.74347 -3.33979 -6.04324
H 3.54803 -1.93106 -3.52094
H 2.71784 0.05917 -4.86214
H 3.84954 -3.75598 -4.73956
H 2.27737 -4.81280 -3.42258
H -0.14038 -4.40284 -3.39253
H 1.64755 -5.22430 -5.01182
H -0.50756 -2.10145 -6.71559
H -1.07439 -2.39504 -4.54308
P 1.97802 -0.14113 -2.94054
C 3.63147 0.28969 -2.40944
C 0.87485 1.07599 -3.67416
P -0.30550 -2.66609 -1.38743
C 0.99249 -1.93387 -2.47525
C -1.86817 -2.86273 -2.28434
C 0.31278 -4.25234 -0.81048
H 3.96442 -0.19059 -1.48345
H 3.74922 1.37393 -2.25121
H 4.33193 -0.00024 -3.20023
H 0.47669 0.65640 -4.60942
H 1.49040 1.94530 -3.94559
H 0.00843 1.40491 -3.09669
H 0.72120 -4.85647 -1.61866
H -0.49321 -4.80556 -0.31256
H 1.09874 -4.09035 -0.07089
H 1.87043 -2.58314 -2.43230
H 0.51625 -1.72381 -3.44949
H -2.66321 -2.96634 -1.54162
H -1.92540 -3.73558 -2.93072
H -2.12075 -1.98482 -2.87643
C 3.92072 -2.27551 2.35320
C 3.15198 -1.15292 2.62767
C 2.27311 -0.64137 1.66830
C 2.09370 -1.24636 0.44998
C 2.90885 -2.33548 0.15174
C 3.81208 -2.84891 1.10208
H 4.61607 -2.67278 3.09977
H 3.22198 -0.66444 3.58623
H 1.74563 0.27357 1.90377
H 2.88993 -2.82501 -0.80984
H 4.41929 -3.70573 0.83229
*
```

Summary:
* frontier orbital gap (spin up / spin down): 6.202 / 7.302 eV
* lowest unoccupied orbital energy (spin up / spin down): -3.5 / -2.7 eV
* E_HOMO (spin up / spin down): -0.357 / -0.369 hartree
* ΔE to the lowest compared entry with this formula, charge and spin: 66.9 kcal/mol



(8)
ORCA calculation (wB97M-V/def2-TZVPD) on 2 unconnected molecules or ions with the total composition C4H14N2O.

Structure (ORCA input):
```
! wB97M-V def2-TZVPD RIJCOSX def2/J DEFGRID3
* xyz 0 1
N -0.24031 -1.12914 -2.78360
C 0.01716 -0.84699 -1.35799
C -0.78145 0.33132 -0.78075
C -0.00226 1.64372 -0.60020
C -0.14298 2.32969 0.75086
N 0.01184 1.47427 1.93961
H -1.15885 -1.49442 -2.97402
H 0.00468 -0.32671 -3.34609
H 1.09554 -0.67833 -1.32007
H -0.16784 -1.77963 -0.83618
H -1.17882 0.01223 0.18820
H -1.71547 0.45891 -1.33426
H -0.40367 2.34064 -1.33337
H 1.03340 1.57847 -0.94094
H 0.56637 3.14692 0.80120
H -1.14220 2.76192 0.83409
H 0.91670 1.62392 2.36855
H -0.02971 0.47750 1.75058
O 0.95569 -3.20309 2.48996
H 0.55737 -2.47340 2.97475
H 0.88846 -2.91165 1.57474
*
```

Summary:
* frontier orbital gap: 9.887 eV
* lowest unoccupied orbital energy: 0.7 eV
* SMILES: NCCCCN.O
* E_HOMO: -0.339 hartree
* ΔE to the lowest compared entry with this formula, charge and spin: 34.6 kcal/mol